No. 1
{"formula": "C4H8O2", "method": "ωB97M-V/def2-TZVPD", "symbols": ["O", "O", "C", "C", "C", "C", "H", "H", "H", "H", "H", "H", "H", "H"], "coordinates": [[-2.78963, 0.59373, -0.19865], [0.99774, -0.20810, -0.13271], [0.26451, 0.09188, 1.03422], [2.23288, 0.46153, -0.14649], [-1.94097, -0.05128, -0.86542], [-2.43025, -1.23034, -0.36604], [-1.09160, 0.34536, -1.42644], [-0.58488, -0.59228, 1.07323], [2.83158, 0.20091, 0.74014], [-0.09119, 1.13596, 1.02543], [0.86811, -0.06379, 1.93649], [-3.29042, -1.67576, -0.86548], [2.77434, 0.15108, -1.04352], [2.10446, 1.55558, -0.16124]], "nbo_charge": [-0.492, -0.552, -0.275, -0.247, 0.240, -0.133, 0.198, 0.216, 0.166, 0.166, 0.169, 0.189, 0.192, 0.163], "charge": 0, "orbital_gap_ha": 0.349, "largest_force_ev_per_a": 0.374, "e_homo_ev": -9.18, "multiplicity": 1, "total_energy_ha": -307.49366}


No. 2
{"formula": "CH4N2S3", "method": "ωB97M-V/def2-TZVPD", "symbols": ["S", "S", "S", "N", "N", "C", "H", "H", "H", "H"], "coordinates": [[1.87715, 0.87502, -0.39795], [0.18239, 0.29072, 2.48519], [-1.17828, 0.39326, -3.25999], [0.49679, 0.40191, -1.16766], [-0.58184, -0.73118, 1.04930], [-0.15545, 0.56133, -2.15856], [0.03674, -1.46786, 1.10766], [-0.41516, -0.07500, 0.29725], [1.31768, 0.68976, 0.70584], [-1.58002, -0.93797, 1.33892]], "nbo_charge": [0.259, -0.405, 0.086, -0.699, -0.838, 0.192, 0.420, 0.439, 0.108, 0.437], "charge": 0, "smiles": "[NH3+][S-].S=C=NS", "orbital_gap_ha": 0.301, "largest_force_ev_per_a": 4.461, "e_homo_ev": -8.31, "multiplicity": 1, "total_energy_ha": -1344.47180}


No. 3
{"formula": "C18H30O4", "method": "ωB97M-V/def2-TZVPD", "symbols": ["O", "O", "O", "O", "C", "C", "C", "C", "C", "C", "C", "C", "C", "C", "C", "C", "C", "C", "C", "C", "C", "C", "H", "H", "H", "H", "H", "H", "H", "H", "H", "H", "H", "H", "H", "H", "H", "H", "H", "H", "H", "H", "H", "H", "H", "H", "H", "H", "H", "H", "H", "H"], "coordinates": [[2.47117, -1.36357, 0.61054], [3.59213, 1.10101, -1.02479], [-4.19987, -2.48387, 0.79236], [3.49906, -1.43047, 2.64015], [2.12570, -1.50395, -1.91280], [4.06725, -0.20833, -0.77408], [-3.57704, 2.43843, 0.38860], [4.48225, -0.19900, 0.75574], [-2.14144, 2.48165, -0.15324], [-0.25143, 1.14472, -1.22644], [0.62344, -1.28107, -1.61880], [-3.94417, -1.24212, 1.42626], [-3.87753, 1.26311, 1.33926], [3.48386, -1.07324, 1.50920], [0.04212, 0.01203, -2.24870], [6.53429, 1.06309, 1.36951], [3.05473, -1.35528, -0.68559], [5.98161, -0.27736, 1.13020], [-1.78791, 1.39123, -1.19023], [7.01335, 2.15471, 1.51021], [-5.53876, -2.90612, 1.00291], [-4.41874, -0.01202, 0.63958], [0.13649, 0.93439, -0.22349], [-2.01844, 3.45105, -0.65656], [2.63285, 1.13888, -0.92894], [-4.66745, 1.60267, 2.02257], [-5.51465, 0.00845, 0.66429], [0.74158, 0.35798, -3.02086], [0.09273, -2.12860, -2.07001], [-6.23142, -2.07058, 0.85077], [-3.02404, 1.02475, 1.98669], [2.46737, -0.76830, -2.65048], [-4.13852, -0.06170, -0.41600], [4.18460, 0.80899, 1.07233], [3.70392, -2.24719, -0.69308], [0.38425, -1.32259, -0.55286], [-2.87175, -1.17734, 1.64212], [-4.45619, -1.23861, 2.40526], [0.19215, 2.07948, -1.59769], [-2.03862, 1.76980, -2.18652], [-5.65263, -3.32212, 2.01368], [-2.23959, 0.41831, -0.98223], [6.52267, -0.74679, 0.29902], [2.31390, -2.47988, -2.36592], [-0.88171, -0.21624, -2.79143], [-5.75948, -3.69500, 0.28014], [-1.39418, 2.45110, 0.64855], [-3.70718, 3.35514, 0.98341], [7.18390, 3.19243, 1.68355], [6.13593, -0.92194, 2.00116], [-4.33243, 2.51321, -0.40348], [5.00188, -0.42332, -1.29382]], "nbo_charge": [-0.517, -0.713, -0.541, -0.536, -0.421, 0.080, -0.390, -0.362, -0.397, -0.407, -0.415, -0.057, -0.404, 0.808, -0.403, -0.012, 0.073, -0.476, -0.392, -0.233, -0.252, -0.432, 0.196, 0.202, 0.477, 0.205, 0.198, 0.199, 0.213, 0.165, 0.198, 0.215, 0.206, 0.274, 0.177, 0.224, 0.184, 0.159, 0.198, 0.201, 0.168, 0.198, 0.230, 0.221, 0.208, 0.193, 0.196, 0.204, 0.237, 0.256, 0.202, 0.195], "charge": 0, "smiles": "C#CC[C@@H]1C(=O)O[C@@H](CCCCCCCCCCOC)[C@H]1O", "orbital_gap_ha": 0.381, "largest_force_ev_per_a": 3.567, "e_homo_ev": -9.65, "multiplicity": 1, "total_energy_ha": -1004.69918}


No. 4
{"formula": "C17H59B5NO5Zr", "method": "ωB97M-V/def2-TZVPD", "symbols": ["Zr", "O", "O", "O", "O", "O", "N", "C", "C", "C", "C", "C", "C", "C", "C", "C", "C", "C", "C", "C", "C", "C", "C", "C", "B", "B", "B", "B", "B", "H", "H", "H", "H", "H", "H", "H", "H", "H", "H", "H", "H", "H", "H", "H", "H", "H", "H", "H", "H", "H", "H", "H", "H", "H", "H", "H", "H", "H", "H", "H", "H", "H", "H", "H", "H", "H", "H", "H", "H", "H", "H", "H", "H", "H", "H", "H", "H", "H", "H", "H", "H", "H", "H", "H", "H", "H", "H", "H"], "coordinates": [[-26.38020, 19.76299, 17.73678], [-25.02953, 14.86260, 21.60997], [-31.23882, 16.39460, 15.14091], [-28.18246, 14.87453, 22.11194], [-31.61323, 14.06579, 12.39412], [-25.97687, 15.61001, 15.23012], [-26.12907, 14.22103, 15.00621], [-32.44004, 13.00727, 11.97039], [-28.66430, 13.86678, 15.12238], [-26.43905, 11.39968, 14.58029], [-27.51717, 14.83799, 13.12251], [-27.35772, 15.48451, 21.14329], [-25.29878, 11.91771, 15.45238], [-24.46271, 16.12650, 21.82179], [-27.64454, 14.98143, 23.41878], [-30.46996, 17.58868, 15.23018], [-31.29902, 15.99079, 13.78906], [-32.00589, 14.65729, 13.61430], [-25.42719, 13.34866, 15.96264], [-27.08406, 12.50263, 13.66576], [-26.10607, 14.80697, 20.64605], [-24.05422, 13.95721, 16.29183], [-26.31047, 13.28382, 17.21237], [-27.36216, 13.89829, 14.32031], [-28.94378, 20.01275, 18.15537], [-26.33877, 19.55965, 15.32543], [-23.95831, 20.07948, 17.35426], [-25.64766, 19.77493, 19.92808], [-27.01411, 17.45948, 17.69488], [-30.33391, 15.90695, 13.27443], [-27.24270, 17.54533, 18.78627], [-25.26632, 19.58878, 20.99533], [-23.01316, 20.03840, 18.01415], [-31.03967, 18.46115, 14.89249], [-31.81291, 12.29911, 11.43682], [-26.75979, 19.86211, 19.94133], [-32.96417, 12.52694, 12.80410], [-27.96676, 15.58460, 20.23536], [-29.50375, 17.46896, 14.73904], [-24.33609, 11.72231, 14.96591], [-29.83216, 19.38985, 17.76839], [-26.62393, 14.59397, 23.48509], [-25.75360, 18.99287, 16.09054], [-24.14448, 14.97574, 16.66145], [-27.50877, 18.24622, 17.08086], [-26.63744, 14.80004, 12.47702], [-25.25895, 16.85289, 22.00657], [-28.36388, 19.46051, 18.94018], [-30.32258, 17.82916, 16.28328], [-26.06688, 10.59090, 13.95723], [-29.32828, 21.06691, 18.44363], [-24.62841, 20.92269, 17.65926], [-31.78656, 16.79826, 13.22989], [-23.59770, 20.08392, 16.26154], [-33.26550, 13.38241, 11.35384], [-28.30371, 14.36466, 24.02757], [-26.49218, 12.62170, 12.75868], [-27.56887, 16.00278, 23.80803], [-29.59782, 13.93179, 14.56818], [-27.33655, 19.90831, 15.68542], [-28.81716, 13.04506, 15.82114], [-26.62139, 15.79448, 15.93121], [-25.74234, 15.32712, 19.75625], [-25.91511, 17.65421, 17.59019], [-27.28516, 12.83077, 17.05696], [-28.23961, 20.24459, 17.31029], [-24.50782, 19.11784, 17.54325], [-23.76660, 13.39720, 17.19018], [-25.21887, 11.29079, 16.34628], [-23.83887, 16.44766, 20.97703], [-25.21548, 20.70748, 19.48960], [-25.62398, 20.45659, 15.16529], [-23.76696, 16.08710, 22.66097], [-27.20928, 11.11226, 15.29937], [-26.27008, 13.76032, 20.40262], [-27.22338, 16.54305, 21.39778], [-31.91208, 14.02225, 14.50101], [-28.30870, 14.56896, 12.41323], [-23.32580, 13.81360, 15.50073], [-25.34965, 18.96332, 19.22825], [-25.82594, 12.73539, 18.03006], [-28.04013, 12.06648, 13.36189], [-27.22226, 16.41397, 17.27271], [-27.73082, 15.87224, 13.39346], [-26.53303, 14.26861, 17.63672], [-28.68302, 14.79654, 15.70682], [-26.43512, 18.83279, 14.43961], [-33.09107, 14.82268, 13.57142]], "lowdin_charge": [1.569, -0.216, -0.174, -0.163, -0.188, -0.017, -0.110, -0.114, -0.012, -0.156, -0.042, -0.224, -0.153, -0.116, -0.111, -0.087, -0.230, -0.224, -0.496, -0.117, -0.160, -0.009, -0.037, -0.499, -0.379, -0.398, -0.404, -0.422, -0.408, 0.108, 0.005, 0.028, 0.014, 0.093, 0.086, -0.031, 0.084, 0.126, 0.091, 0.111, -0.007, 0.080, -0.089, 0.080, -0.050, 0.086, 0.075, -0.065, 0.069, 0.102, -0.011, -0.044, 0.126, 0.003, 0.085, 0.084, 0.105, 0.088, 0.060, -0.037, 0.072, 0.024, 0.117, 0.005, 0.066, -0.104, -0.069, 0.083, 0.112, 0.092, -0.021, 0.007, 0.085, 0.099, 0.123, 0.122, 0.124, 0.082, 0.084, -0.053, 0.082, 0.110, 0.022, 0.074, 0.067, 0.089, 0.027, 0.120], "charge": -1, "orbital_gap_ha": 0.278, "largest_force_ev_per_a": 3.298, "e_homo_ev": -5.70, "multiplicity": 1, "total_energy_ha": -1284.98384}


No. 5
{"formula": "C14H16F3N3O3S2", "method": "ωB97M-V/def2-TZVPD", "symbols": ["S", "S", "F", "F", "F", "O", "O", "O", "N", "N", "N", "C", "C", "C", "C", "C", "C", "C", "C", "C", "C", "C", "C", "C", "C", "H", "H", "H", "H", "H", "H", "H", "H", "H", "H", "H", "H", "H", "H", "H", "H"], "coordinates": [[2.08903, -0.79701, 0.77948], [-1.27600, -0.58133, -0.23004], [-2.90251, -2.59592, -0.41380], [-0.84676, -3.03815, -1.10137], [-1.28786, -2.86980, 1.04932], [-0.43304, -1.26848, 3.50121], [2.32301, 0.61979, 0.57164], [2.40799, -1.70183, -0.28895], [-2.91238, 1.78099, -2.30304], [-0.72206, 1.83259, -2.23761], [0.66464, -1.12782, 1.45721], [4.28944, -1.35747, 2.47225], [0.64307, 1.40936, -2.06435], [1.99926, -1.51024, 3.28509], [3.81785, -1.93437, 4.79851], [2.91344, -1.27919, 2.28026], [4.73946, -1.68447, 3.76322], [2.44127, -1.85826, 4.56379], [-2.59840, 3.17048, -2.58092], [-1.08335, 3.22057, -2.46483], [-4.26770, 1.28238, -2.27184], [-1.56728, -2.36057, -0.16464], [-1.78652, -0.41549, -1.91722], [0.59499, -1.29484, 2.82141], [-1.80404, 1.06947, -2.13566], [1.68256, -2.05225, 5.31729], [0.78639, 0.39597, -2.46260], [-4.34533, 0.39976, -1.62904], [5.80916, -1.73605, 3.96023], [-3.09445, 3.82333, -1.85478], [-0.75579, 3.84640, -1.62129], [-4.91742, 2.06245, -1.86132], [-1.01635, -0.87900, -2.56777], [4.95007, -1.17290, 1.63003], [-2.79617, -0.82791, -2.01153], [-2.92859, 3.45394, -3.58960], [-4.62229, 1.02647, -3.28293], [4.17965, -2.18288, 5.79744], [1.27919, 2.11551, -2.60919], [-0.60082, 3.60232, -3.37325], [0.95460, 1.41447, -1.01079]], "nbo_charge": [2.303, 0.315, -0.350, -0.325, -0.282, -0.625, -0.981, -0.955, -0.356, -0.336, -1.001, -0.224, -0.440, -0.161, -0.218, -0.224, -0.208, -0.169, -0.222, -0.220, -0.413, 0.844, -0.665, 0.649, 0.586, 0.231, 0.232, 0.236, 0.212, 0.220, 0.224, 0.224, 0.268, 0.225, 0.256, 0.212, 0.212, 0.213, 0.216, 0.219, 0.280], "charge": 0, "orbital_gap_ha": 0.272, "largest_force_ev_per_a": 3.558, "e_homo_ev": -7.71, "multiplicity": 1, "total_energy_ha": -2028.98892}